Record 1
{"formula": "C41H33BeNO3P2S", "method": "ωB97M-V with the def2-TZVPD basis set", "elements": ["C", "C", "C", "H", "H", "Be", "C", "H", "C", "C", "H", "C", "P", "C", "C", "C", "S", "C", "O", "H", "C", "H", "H", "C", "H", "C", "H", "H", "O", "C", "H", "C", "H", "P", "C", "H", "C", "C", "C", "H", "H", "C", "C", "C", "C", "H", "C", "H", "H", "C", "O", "C", "C", "H", "H", "H", "H", "C", "C", "N", "H", "H", "C", "C", "H", "H", "C", "C", "C", "H", "H", "C", "H", "H", "C", "H", "H", "C", "C", "C", "C", "H"], "xyz": [[4.574, -0.097, 0.874], [3.657, 0.152, -1.336], [1.220, 0.013, 4.542], [-0.406, 0.512, 5.841], [-0.046, 0.800, -4.482], [-1.325, 0.272, -1.196], [1.955, -1.288, -4.105], [0.127, -4.581, -3.260], [0.651, -3.664, -3.490], [-4.070, 1.608, 2.026], [2.474, 4.648, -2.686], [-2.108, 2.825, 1.360], [-1.783, 0.144, 1.063], [2.382, -0.051, -0.825], [-4.719, 2.811, 2.274], [0.671, -0.273, 2.259], [-2.500, 4.260, -2.529], [-4.107, -1.348, 0.649], [0.965, -0.566, 0.957], [-5.849, -2.522, 0.236], [1.326, 3.891, -4.330], [-4.476, -0.475, 0.126], [-2.245, 4.958, 1.435], [1.645, -0.274, 3.250], [5.100, -0.182, 3.540], [-2.340, -2.472, 1.833], [-1.346, -2.462, 2.266], [2.352, 2.554, -1.398], [-2.064, -0.906, -1.752], [3.251, -2.165, 3.089], [-2.089, 0.553, 4.027], [-4.367, -3.646, 1.304], [2.765, -2.342, -5.781], [0.865, 0.045, -1.853], [4.748, 0.127, -0.485], [-5.738, 2.803, 2.641], [-4.073, 4.015, 2.048], [-2.019, 2.841, -2.014], [-2.766, 1.606, 1.543], [0.109, 2.888, -5.784], [5.743, 0.294, -0.877], [0.532, 1.635, -4.103], [1.870, 2.619, -2.365], [3.080, -0.646, 2.892], [-4.868, -2.506, 0.693], [-2.689, -4.531, 2.302], [4.077, 0.100, 3.783], [1.602, -4.456, -5.241], [5.447, -0.104, 1.511], [1.128, -1.357, -2.985], [-2.679, -2.955, -2.380], [1.176, 1.523, -2.870], [0.473, -2.550, -2.684], [4.272, -2.465, 2.843], [-4.582, 0.675, 2.221], [3.922, -0.150, 4.831], [-0.205, -2.593, -1.841], [2.127, -2.403, -4.909], [1.944, 3.797, -3.095], [-1.657, 1.800, -1.602], [-3.834, -1.322, -2.616], [-1.084, 2.826, 1.005], [1.476, -3.591, -4.602], [-3.096, -3.632, 1.858], [3.973, 1.179, 3.660], [-4.593, 4.952, 2.201], [0.617, 2.809, -4.832], [-2.849, -1.314, 1.250], [-2.885, -1.769, -2.258], [3.043, -2.437, 4.126], [3.786, 0.347, -2.392], [-1.056, 0.308, 3.812], [2.567, -2.718, 2.443], [2.455, -0.361, -4.353], [-2.756, 4.021, 1.609], [1.931, 0.019, 5.357], [-4.963, -4.550, 1.333], [3.316, -0.325, 1.418], [-0.110, 0.291, 4.823], [-0.666, 0.031, 2.510], [2.241, -0.315, 0.536], [1.374, 4.814, -4.893]], "forces_ev_per_angstrom": [[0.0, 0.0, 0.0], [0.0, 0.0, 0.1], [0.0, 0.0, 0.0], [0.0, 0.0, 0.0], [0.0, 0.0, 0.0], [0.1, 0.3, 0.1], [0.0, 0.0, 0.1], [0.0, 0.0, 0.0], [0.0, -0.1, 0.0], [0.1, -0.1, 0.0], [0.0, 0.0, 0.0], [-0.1, -0.1, 0.0], [-0.4, 0.1, 0.5], [-0.4, 0.0, 0.2], [-0.1, 0.0, 0.0], [-0.3, 0.1, 0.2], [-0.2, 0.7, -0.3], [0.1, 0.0, 0.0], [0.1, -0.2, 0.1], [0.0, 0.0, 0.0], [0.0, 0.0, 0.0], [-0.1, 0.0, 0.0], [0.0, 0.0, 0.0], [0.1, 0.0, -0.1], [0.0, 0.0, 0.0], [0.0, 0.1, 0.0], [0.0, 0.0, 0.0], [0.0, 0.0, 0.0], [0.0, -0.4, 0.0], [0.0, 0.0, 0.0], [0.0, 0.0, 0.0], [0.0, 0.0, 0.0], [0.0, 0.0, 0.0], [0.6, 0.0, -0.4], [0.1, 0.0, -0.1], [0.0, 0.0, 0.0], [0.0, 0.0, 0.0], [0.3, -0.7, 0.4], [0.1, 0.1, -0.1], [0.0, 0.0, 0.0], [0.0, 0.0, 0.0], [0.0, -0.1, 0.1], [0.0, -0.1, 0.0], [0.0, -0.1, 0.0], [0.0, 0.0, 0.0], [0.0, 0.0, 0.0], [-0.1, 0.0, -0.1], [0.0, 0.0, 0.0], [0.0, 0.0, 0.0], [-0.2, 0.0, 0.0], [0.0, 0.1, 0.1], [0.0, 0.1, 0.0], [0.0, 0.1, 0.1], [0.0, 0.0, 0.0], [0.0, 0.0, -0.1], [0.0, 0.0, 0.0], [0.0, -0.1, -0.1], [0.1, 0.1, 0.0], [0.0, 0.0, 0.0], [-0.1, 0.1, -0.1], [0.1, 0.0, 0.1], [0.0, 0.1, -0.1], [0.0, 0.0, 0.0], [0.0, -0.1, 0.0], [0.0, 0.0, 0.0], [0.0, 0.0, 0.1], [0.0, 0.0, 0.0], [0.0, -0.1, 0.0], [-0.2, 0.0, -0.3], [0.0, 0.0, 0.0], [0.0, 0.0, 0.0], [0.0, 0.0, 0.0], [0.0, 0.0, 0.0], [0.0, 0.0, 0.0], [0.0, 0.0, 0.0], [0.0, 0.0, 0.0], [0.0, 0.0, 0.0], [-0.1, 0.0, 0.1], [-0.1, 0.0, 0.1], [0.3, 0.0, -0.5], [0.3, 0.1, -0.3], [0.0, 0.0, 0.0]], "charge": 0}

***

Record 2
{"formula": "C41H33F3N2O15", "method": "ωB97M-V with the def2-TZVPD basis set", "elements": ["H", "H", "H", "C", "C", "C", "H", "H", "C", "H", "H", "O", "C", "H", "H", "C", "C", "C", "O", "C", "H", "O", "F", "O", "H", "H", "C", "C", "O", "O", "C", "C", "H", "C", "C", "H", "H", "H", "C", "H", "N", "C", "C", "H", "C", "H", "O", "C", "H", "O", "H", "O", "O", "C", "O", "C", "F", "C", "C", "C", "O", "O", "C", "O", "H", "O", "C", "H", "F", "C", "H", "H", "H", "C", "C", "C", "C", "H", "H", "C", "H", "H", "C", "N", "C", "C", "H", "H", "H", "C", "C", "C", "C", "C"], "xyz": [[-2.730, 3.769, 0.657], [-0.736, -4.152, -1.972], [11.056, 2.654, -2.500], [-6.589, 7.589, -0.501], [-3.016, 11.361, 2.129], [-0.703, -11.380, 0.173], [-0.449, -10.330, 0.262], [-4.795, 1.638, -1.086], [-0.136, -4.983, -1.641], [-4.292, 5.431, -0.620], [-1.485, -15.245, 0.008], [-2.262, 14.572, 4.534], [-4.615, 3.378, 0.619], [2.236, -7.904, -0.457], [9.585, 2.369, -0.511], [-3.953, -1.596, -2.039], [5.879, -4.576, -0.482], [-0.338, -13.757, 0.986], [-0.319, -8.184, -0.122], [11.071, -0.837, -2.261], [-4.202, -1.503, -3.091], [-3.240, 10.407, 1.414], [-2.281, -2.701, -0.798], [0.810, -11.917, 1.897], [-4.812, 8.557, 0.346], [10.038, -1.963, -0.794], [-1.927, -13.264, -0.817], [-4.835, 1.181, -0.102], [-5.709, 3.680, 0.283], [-5.977, 6.940, -1.322], [-4.065, 12.371, 2.416], [1.333, -4.858, -1.821], [5.706, -2.483, -1.096], [7.799, -3.606, 1.417], [-2.486, 13.620, 3.820], [-0.934, 10.813, 2.529], [-1.740, -6.180, -0.949], [6.303, -6.546, 0.379], [7.456, -5.049, 1.335], [-0.473, 12.773, 3.994], [-3.603, 4.231, 0.884], [-0.004, -12.314, 1.091], [9.698, 0.182, -0.503], [-9.815, 8.160, 0.598], [-5.890, 8.503, 0.435], [-4.515, -0.922, 0.262], [-2.740, -13.667, -1.622], [-1.438, 12.609, 3.532], [-2.113, -11.159, -1.390], [-8.651, 9.777, 2.261], [-5.879, 0.985, 0.115], [-4.250, 2.083, 0.842], [1.819, -3.870, -2.326], [11.396, 0.510, -2.794], [5.065, -4.984, -1.286], [-1.684, 11.562, 2.749], [-3.023, -3.607, -2.608], [-1.593, -11.823, -0.711], [2.181, -5.988, -1.358], [6.566, -5.498, 0.454], [12.113, 0.648, -3.761], [-3.673, -0.314, -1.568], [0.174, -7.194, -0.627], [8.980, 0.043, 0.465], [-6.068, 9.887, 2.023], [8.613, -3.201, 2.218], [-2.727, -2.488, -2.015], [7.372, -1.635, 0.551], [-1.804, -1.916, -2.722], [1.639, -7.070, -0.803], [7.968, -5.705, 2.027], [-8.557, 6.823, -1.085], [-5.030, 12.207, 1.954], [6.220, -3.136, -0.402], [7.110, -2.683, 0.479], [-3.819, 13.418, 3.198], [10.285, -0.989, -1.199], [-2.812, 5.826, 0.008], [-3.077, 0.122, 0.339], [-8.066, 7.497, -0.395], [11.509, -1.678, -2.783], [-4.571, 14.166, 3.418], [-0.671, -6.068, -1.088], [-3.739, 5.496, 0.231], [-1.228, -14.197, 0.101], [10.022, 1.529, -1.034], [0.182, -14.422, 1.665], [-4.771, -2.096, -1.524], [3.253, -5.881, -1.495], [-3.996, -0.089, -0.199], [10.808, 1.681, -2.097], [-8.738, 8.211, 0.505], [-6.562, 9.216, 1.333], [-8.038, 9.127, 1.440]], "forces_ev_per_angstrom": [[0.1, 0.1, 0.2], [0.1, 0.0, -0.1], [0.0, 0.0, 0.0], [0.1, -0.1, 0.1], [0.0, 0.0, 0.0], [0.0, 0.1, 0.0], [0.0, -0.1, 0.0], [-0.1, 0.1, -0.1], [0.1, -0.2, 0.1], [0.0, -0.2, 0.0], [0.0, 0.0, 0.0], [0.0, 0.0, 0.0], [0.1, -1.0, 0.9], [0.0, 0.0, 0.0], [0.0, 0.0, 0.0], [0.0, 0.1, -0.2], [0.0, 0.0, -0.1], [0.0, -0.1, 0.0], [0.0, 0.1, -0.1], [0.0, -0.1, 0.0], [-0.2, 0.0, -0.2], [0.0, 0.0, 0.0], [0.6, -0.5, 1.3], [0.0, 0.0, 0.0], [0.0, 0.0, 0.0], [0.0, 0.0, 0.0], [-0.1, 0.0, -0.1], [-0.1, 0.0, -0.5], [-1.6, 0.7, -0.9], [0.0, 0.0, -0.1], [0.0, 0.0, 0.0], [0.0, 0.0, 0.0], [0.0, 0.0, 0.0], [0.0, 0.0, 0.0], [0.0, 0.1, 0.1], [0.0, 0.0, 0.0], [0.0, 0.0, 0.0], [0.0, 0.0, 0.0], [0.0, -0.1, 0.0], [0.0, 0.0, 0.0], [1.1, 0.1, -0.8], [0.0, 0.0, 0.0], [0.0, 0.0, 0.1], [0.0, 0.0, 0.0], [0.1, 0.0, 0.0], [0.1, -0.4, -0.1], [0.0, 0.0, 0.0], [0.0, -0.1, 0.0], [0.0, 0.0, 0.0], [0.0, 0.0, 0.0], [-0.1, 0.0, 0.3], [0.5, -0.2, 0.0], [0.0, 0.0, 0.0], [0.1, 0.0, -0.1], [0.3, 0.0, 0.1], [0.1, 0.0, 0.0], [-0.4, -2.5, -0.5], [0.0, 0.0, 0.0], [0.1, -0.1, 0.0], [0.0, 0.0, 0.0], [0.0, 0.0, 0.0], [-0.4, -0.3, 0.4], [0.0, -0.1, 0.0], [0.0, 0.1, -0.1], [0.0, 0.0, 0.0], [0.0, 0.0, 0.0], [-2.2, 2.0, 0.0], [0.1, 0.0, 0.1], [2.3, 0.9, -0.9], [0.0, 0.1, 0.0], [0.0, 0.0, 0.0], [0.0, 0.0, 0.0], [0.0, 0.0, 0.0], [0.1, 0.0, 0.0], [-0.1, 0.0, -0.1], [-0.1, 0.0, 0.0], [0.0, 0.0, -0.1], [0.0, 0.0, 0.0], [0.2, -0.3, 0.2], [-0.1, 0.0, 0.0], [0.0, 0.0, 0.0], [0.0, 0.0, 0.0], [-0.1, 0.1, 0.0], [-0.1, 0.6, 0.5], [0.0, 0.0, 0.1], [0.0, 0.1, 0.0], [0.0, 0.0, 0.0], [-0.1, 0.0, 0.2], [-0.3, 0.0, 0.0], [0.2, 1.0, 0.3], [0.0, 0.0, 0.1], [0.0, 0.0, -0.1], [0.0, 0.0, 0.0], [0.0, 0.0, 0.1]], "smiles": "NNC(=O)OCCOCC(F)(F)F.O=C1C=CC(=O)C=C1.O=C1C=CC(=O)C=C1.O=C1C=CC(=O)C=C1.O=C1C=CC(=O)C=C1.O=C1C=CC(=O)C=C1.O=C1C=CC(=O)C=C1", "charge": 0}

***

Gap between HOMO and LUMO for the records above, in order: 8.37, 7.41 eV